ORCA calculation (ωB97M-V/def2-TZVPD) on a cluster of 5 separate species, H10O5 in total.

## Properties
Orbital gap in eV: 11.5
Energy relative to the best compared isomer or geometry (same formula, charge and spin) in kJ/mol: 126.3
Net charge: 0
Structure (SMILES): O.O.O.O.O
Energy in hartree: -382.17608
Highest occupied orbital energy in hartree: -0.4153

Positions of all 15 atoms, in Å:
O: -1.374 0.703 -2.296
H: -0.994 0.686 -1.406
H: -1.126 -0.119 -2.758
O: -1.557 0.962 2.749
H: -1.365 1.040 3.697
H: -1.002 1.659 2.391
O: 0.724 -1.515 0.805
H: 0.474 -2.453 0.629
H: 1.101 -1.693 1.690
O: 0.936 -1.579 -2.359
H: 1.555 -0.848 -2.371
H: 0.299 -1.224 -1.723
O: 1.027 1.531 0.891
H: 1.910 1.931 0.793
H: 1.048 0.582 0.971


ORCA calculation (ωB97M-V/def2-TZVPD) on a cluster of 7 separate species, C14H22Cl2N6 in total.

## Properties
Orbital gap in eV: 11.1
Net charge: 0
Structure (SMILES): ClCCCl.CC#N.CC#N.CC#N.CC#N.CC#N.CC#N
Energy in hartree: -1795.48230
Highest occupied orbital energy in hartree: -0.4053

Positions of all 44 atoms, in Å:
Cl: -0.617 -2.025 -3.129
C: 0.384 -1.488 -4.367
C: 1.683 -2.248 -4.348
Cl: 1.329 -3.916 -4.874
H: 0.596 -0.435 -4.185
H: -0.153 -1.478 -5.316
H: 2.040 -2.297 -3.319
H: 2.430 -1.830 -5.023
C: -1.401 3.137 2.303
C: -2.202 3.728 3.416
N: -2.888 4.120 4.278
H: -0.934 2.217 2.655
H: -0.722 3.846 1.829
H: -2.060 2.723 1.540
C: 0.503 -0.887 -0.073
C: -0.235 0.377 -0.349
N: -0.908 1.324 -0.585
H: -0.198 -1.660 0.242
H: 1.236 -0.715 0.716
H: 1.022 -1.168 -0.989
C: -1.269 2.766 -3.423
C: -1.735 3.235 -4.785
N: -2.063 3.614 -5.834
H: -2.087 2.904 -2.716
H: -0.421 3.351 -3.067
H: -1.043 1.719 -3.626
C: 4.949 -3.444 1.917
C: 3.953 -2.395 2.094
N: 3.193 -1.563 2.257
H: 5.683 -3.269 1.131
H: 4.602 -4.473 1.829
H: 5.616 -3.413 2.778
C: 0.675 0.067 4.068
C: 0.551 -1.116 5.000
N: 0.417 -2.009 5.727
H: 0.221 -0.209 3.116
H: 1.694 0.440 3.963
H: 0.026 0.830 4.499
C: -3.920 0.727 0.659
C: -3.206 -0.500 0.889
N: -2.561 -1.497 0.991
H: -3.861 1.007 -0.392
H: -3.397 1.289 1.434
H: -4.922 0.613 1.071


ORCA calculation (ωB97M-V/def2-TZVPD) on the molecule C2H5NO2S.

## Properties
Orbital gap in eV: 9.0
Energy relative to the best compared isomer or geometry (same formula, charge and spin) in kJ/mol: 284.8
Net charge: 0
Energy in hartree: -682.53110
Highest occupied orbital energy in hartree: -0.3421

Positions of all 11 atoms, in Å:
C: -0.557 0.518 0.580
C: -0.126 -0.505 1.477
N: 0.029 -0.268 -1.872
O: -1.713 1.226 0.632
O: 1.854 0.612 -0.205
S: 0.568 0.950 -0.788
H: -0.049 -0.084 2.633
H: -0.892 -1.381 1.408
H: 0.898 -0.782 1.225
H: 0.803 -0.402 -2.580
H: -0.816 0.116 -2.510


ORCA calculation (ωB97M-V/def2-TZVPD) on a cluster of 3 separate species, C37H61F16INO3 in total.

## Properties
Orbital gap (alpha / beta) in eV: 9.3 / 8.8
Net charge: 0
Multiplicity: 2
Energy in hartree: -3621.91012
Highest occupied orbital energy (alpha / beta) in hartree: -0.3395 / -0.3434

Positions of all 119 atoms, in Å:
C: -4.682 2.775 -1.043
C: -3.729 3.716 -1.999
C: -3.768 3.268 -3.575
C: -2.592 2.223 -4.033
C: -2.296 1.000 -2.982
C: -3.202 -0.352 -3.222
C: -4.803 -0.171 -2.916
C: -5.584 -1.275 -3.900
C: -5.675 -2.765 -3.203
C: -4.297 -3.672 -3.419
C: -3.739 -4.226 -1.979
C: -2.155 -4.750 -2.086
C: -1.547 -4.637 -0.568
C: -0.733 -5.958 -0.042
C: 0.819 -5.684 0.412
C: 1.048 -4.363 1.353
C: 1.415 -4.719 2.936
C: 2.990 -4.457 3.302
C: 3.276 -2.957 3.985
I: 2.628 -1.302 2.636
C: 4.876 -2.925 4.324
C: 5.323 -1.951 5.560
C: 5.649 -0.394 5.041
C: 6.819 -2.523 6.051
N: 4.455 -2.008 6.790
O: 4.640 -3.211 7.419
C: 2.982 -1.863 6.510
C: 2.495 -0.280 6.280
C: 2.211 -2.319 7.925
C: 2.380 -2.851 5.351
H: -4.212 1.734 -0.760
H: -5.749 2.542 -1.521
H: -4.881 3.333 -0.010
H: -2.621 3.642 -1.572
H: -4.114 4.817 -1.892
H: -3.592 4.264 -4.208
H: -4.867 2.916 -3.881
H: -2.962 1.715 -5.047
H: -1.606 2.827 -4.312
H: -1.165 0.669 -3.170
H: -2.355 1.292 -1.848
H: -2.801 -1.155 -2.436
H: -3.002 -0.845 -4.287
H: -5.105 -0.366 -1.797
H: -5.239 0.873 -3.215
H: -6.673 -0.850 -4.120
H: -5.032 -1.309 -4.939
H: -6.599 -3.315 -3.719
H: -5.905 -2.593 -2.052
H: -3.498 -3.055 -4.041
H: -4.621 -4.612 -4.046
H: -3.845 -3.322 -1.209
H: -4.420 -5.121 -1.633
H: -2.058 -5.828 -2.531
H: -1.585 -3.946 -2.756
H: -0.876 -3.654 -0.543
H: -2.453 -4.473 0.192
H: -0.683 -6.747 -0.935
H: -1.255 -6.527 0.857
H: 1.470 -5.510 -0.573
H: 1.323 -6.616 0.962
H: 1.992 -3.788 0.938
H: 0.149 -3.615 1.396
H: 0.641 -4.230 3.664
H: 1.245 -5.897 3.026
H: 3.684 -4.608 2.343
H: 3.330 -5.246 4.112
H: 5.296 -4.037 4.428
H: 5.416 -2.497 3.349
H: 4.852 0.014 4.288
H: 6.726 -0.360 4.530
H: 5.744 0.280 6.019
H: 7.073 -2.194 7.153
H: 6.774 -3.715 5.999
H: 7.635 -2.201 5.275
H: 1.331 -0.153 6.291
H: 2.910 0.391 7.174
H: 2.930 0.191 5.300
H: 1.180 -1.719 7.958
H: 2.004 -3.477 7.968
H: 2.843 -1.950 8.838
H: 2.229 -3.927 5.792
H: 1.283 -2.448 5.106
C: -0.613 5.280 2.613
C: -0.913 4.647 1.245
C: -0.321 5.384 0.049
F: -0.770 6.653 -0.056
F: -0.664 4.764 -1.113
F: -2.257 4.484 1.116
F: -0.389 3.380 1.263
O: -1.628 6.132 3.154
C: -1.619 7.475 2.674
C: -2.858 7.823 1.839
F: -3.009 6.983 0.784
F: -2.766 9.079 1.326
F: -0.457 7.700 2.014
F: -1.576 8.265 3.780
H: -0.547 4.452 3.329
H: 0.377 5.750 2.648
H: 0.771 5.406 0.099
H: -3.765 7.766 2.446
C: 1.344 1.980 -5.010
C: 2.504 2.905 -4.607
C: 2.633 4.177 -5.436
F: 2.836 3.926 -6.747
F: 3.700 4.912 -5.022
F: 3.661 2.191 -4.604
F: 2.294 3.270 -3.302
O: 1.674 0.892 -5.879
C: 1.729 1.214 -7.268
C: 3.142 1.098 -7.855
F: 4.032 1.877 -7.189
F: 3.168 1.502 -9.153
F: 1.177 2.436 -7.460
F: 0.902 0.332 -7.889
H: 1.002 1.493 -4.088
H: 0.469 2.537 -5.364
H: 1.744 4.806 -5.338
H: 3.499 0.066 -7.809


ORCA calculation (ωB97M-V/def2-TZVPD) on a structure of composition C32H38N5O4RhS.

## Properties
Orbital gap (alpha / beta) in eV: 6.6 / 6.6
Net charge: 0
Energy in hartree: -2325.62100
Highest occupied orbital energy (alpha / beta) in hartree: -0.2620 / -0.2621

Positions of all 81 atoms, in Å:
Rh: 1.271 0.552 0.271
C: -1.390 -0.533 3.245
C: -0.197 -0.015 4.049
C: 0.549 1.175 3.406
N: 1.582 0.822 2.475
C: 2.788 0.416 2.824
C: 3.126 0.178 4.167
C: 4.319 -0.217 4.769
C: 5.552 -0.451 4.188
C: 5.899 -0.304 2.851
C: 5.098 0.075 1.772
C: 3.742 0.373 1.685
N: 3.203 0.740 0.495
C: 4.034 1.431 -0.453
C: 3.191 2.331 -1.368
C: 2.177 3.212 -0.618
N: 1.042 2.429 -0.191
C: -0.183 2.947 -0.018
C: -0.373 4.333 0.024
C: -1.528 5.108 0.089
C: -2.850 4.683 0.096
C: -3.316 3.381 0.107
C: -2.603 2.176 0.152
C: -1.227 1.905 0.176
N: -0.712 0.675 0.326
C: -1.508 -0.480 0.674
C: -1.014 -1.222 1.927
H: -1.925 -1.244 3.878
H: -2.074 0.295 3.050
H: -0.564 0.319 5.024
H: 0.508 -0.835 4.200
H: -0.169 1.795 2.859
H: 0.972 1.809 4.200
H: 2.312 0.317 4.865
H: 4.254 -0.356 5.842
H: 6.340 -0.779 4.853
H: 6.932 -0.501 2.604
H: 5.625 0.085 0.826
H: 4.778 2.041 0.086
H: 4.577 0.719 -1.095
H: 3.872 2.975 -1.930
H: 2.637 1.701 -2.069
H: 2.666 3.680 0.252
H: 1.850 4.002 -1.308
H: 0.537 4.917 0.022
H: -1.365 6.178 0.090
H: -3.595 5.466 0.083
H: -4.393 3.273 0.094
H: -3.253 1.312 0.161
H: -2.560 -0.235 0.839
H: -1.463 -1.188 -0.162
H: -1.482 -2.208 1.886
H: 0.068 -1.362 1.872
C: -4.533 -0.286 -5.763
C: -4.036 -1.211 -4.695
C: -4.532 -2.503 -4.555
C: -4.072 -3.329 -3.541
C: -3.118 -2.855 -2.664
C: -2.597 -1.583 -2.797
C: -3.050 -0.770 -3.817
S: -2.610 -3.884 -1.306
O: -2.636 -5.263 -1.716
O: -3.357 -3.515 -0.136
N: -1.048 -3.364 -1.016
C: -0.004 -3.818 -1.912
C: 1.352 -3.367 -1.374
C: 1.328 -1.892 -0.955
O: 1.152 -0.984 -1.784
O: 1.492 -1.660 0.273
H: -5.272 -0.769 -6.396
H: -3.698 0.057 -6.371
H: -4.989 0.595 -5.313
H: -5.282 -2.865 -5.244
H: -4.441 -4.337 -3.415
H: -1.832 -1.243 -2.123
H: -2.644 0.223 -3.937
H: -0.825 -3.534 -0.045
H: -0.193 -3.373 -2.893
H: -0.026 -4.910 -2.020
H: 2.108 -3.511 -2.145
H: 1.608 -3.942 -0.482


ORCA calculation (ωB97M-V/def2-TZVPD) on a structure of composition C39H35BIrN6O2PS2.

## Properties
Orbital gap (alpha / beta) in eV: 5.2 / 6.5
Energy relative to the best compared isomer or geometry (same formula, charge and spin) in kJ/mol: 0.0
Net charge: +1
Multiplicity: 6
Energy in hartree: -3252.79042
Highest occupied orbital energy (alpha / beta) in hartree: -0.2984 / -0.4198

Positions of all 87 atoms, in Å:
Ir: -0.230 -0.014 0.306
C: 5.760 -1.972 5.370
C: 5.038 -1.788 4.061
C: 5.708 -1.328 2.931
C: 5.049 -1.172 1.722
C: 3.698 -1.478 1.650
C: 3.009 -1.970 2.757
C: 3.682 -2.110 3.955
S: 2.855 -1.405 0.110
O: 3.801 -1.183 -0.941
O: 1.987 -2.539 0.060
N: 1.839 -0.045 0.208
C: 2.420 1.196 0.235
C: 3.853 1.482 0.181
C: 4.279 2.761 0.196
C: 3.358 3.833 0.264
C: 1.961 3.613 0.332
C: 1.010 4.648 0.391
C: -0.369 4.316 0.481
C: -0.757 3.028 0.493
N: 0.172 1.977 0.412
C: 1.509 2.278 0.333
H: 6.742 -1.500 5.355
H: 5.900 -3.035 5.581
H: 5.184 -1.549 6.195
H: 6.766 -1.097 2.994
H: 5.585 -0.843 0.840
H: 1.965 -2.242 2.665
H: 3.155 -2.489 4.824
H: 4.565 0.685 0.094
H: 5.341 2.964 0.149
H: 3.717 4.857 0.267
H: 1.340 5.679 0.368
H: -1.126 5.086 0.538
H: -1.797 2.755 0.572
S: 0.011 -0.284 2.883
C: -1.676 -0.451 3.221
N: -2.271 -1.624 2.885
C: -3.548 -1.880 3.143
C: -4.294 -0.941 3.782
C: -3.662 0.255 4.096
N: -2.389 0.493 3.841
H: -1.722 -2.279 2.339
H: -3.926 -2.842 2.818
H: -5.336 -1.113 4.001
H: -4.203 1.070 4.566
B: -4.867 0.682 0.336
C: -3.319 0.505 0.373
N: -2.180 0.354 0.375
H: -5.173 1.482 1.203
H: -5.143 1.143 -0.755
H: -5.359 -0.425 0.486
N: -0.605 -1.747 -0.311
P: -0.975 -2.758 -1.533
C: -2.231 -3.837 -0.829
C: -3.364 -4.221 -1.537
C: -4.297 -5.056 -0.936
C: -4.102 -5.503 0.363
C: -2.969 -5.121 1.076
C: -2.033 -4.284 0.485
C: -1.671 -1.947 -2.983
C: -1.660 -2.607 -4.216
C: -2.226 -2.001 -5.326
C: -2.805 -0.741 -5.214
C: -2.822 -0.086 -3.991
C: -2.256 -0.685 -2.875
C: 0.344 -3.797 -2.168
C: 1.320 -3.215 -2.982
C: 2.301 -4.009 -3.544
C: 2.309 -5.380 -3.302
C: 1.349 -5.954 -2.483
C: 0.361 -5.162 -1.907
H: -3.520 -3.865 -2.549
H: -5.182 -5.355 -1.484
H: -4.833 -6.155 0.824
H: -2.813 -5.483 2.086
H: -1.130 -3.991 1.014
H: -1.211 -3.589 -4.310
H: -2.211 -2.509 -6.282
H: -3.244 -0.270 -6.085
H: -3.279 0.893 -3.902
H: -2.274 -0.174 -1.928
H: 1.313 -2.146 -3.163
H: 3.061 -3.559 -4.172
H: 3.071 -6.001 -3.755
H: 1.362 -7.020 -2.292
H: -0.389 -5.612 -1.269


ORCA calculation (ωB97M-V/def2-TZVPD) on the molecule C2H2O3S.

## Properties
Orbital gap (alpha / beta) in eV: 8.4 / 8.4
Energy relative to the best compared isomer or geometry (same formula, charge and spin) in kJ/mol: 574.7
Net charge: 0
Structure (SMILES): O=S(=O)=C1CO1
Energy in hartree: -701.12153
Highest occupied orbital energy (alpha / beta) in hartree: -0.3676 / -0.3676

Positions of all 8 atoms, in Å:
O: 3.875 0.894 -0.526
S: 3.003 -0.118 -0.074
O: 3.539 -1.381 0.358
C: 1.516 0.363 0.835
C: 0.119 0.429 -0.178
O: 0.918 1.505 0.319
H: 0.343 0.321 -1.182
H: -0.625 0.156 0.487


ORCA calculation (ωB97M-V/def2-TZVPD) on a structure of composition C16H23BCdN6.

## Properties
Orbital gap (alpha / beta) in eV: 8.4 / 5.3
Net charge: 0
Energy in hartree: -1144.50266
Highest occupied orbital energy (alpha / beta) in hartree: -0.2912 / -0.2483

Positions of all 47 atoms, in Å:
H: 2.197 -3.237 -0.250
N: 0.157 -2.660 -0.585
B: -2.034 -1.883 -1.871
N: -0.601 -2.507 -1.724
C: 0.103 -2.962 -2.787
Cd: -0.481 -2.736 1.577
H: -0.342 -3.014 -3.775
C: 1.372 -3.314 -2.347
H: 2.173 -3.675 -2.962
C: 1.389 -3.102 -0.967
H: -2.677 -2.592 -2.615
C: -0.146 2.145 0.503
H: -0.257 2.845 1.347
H: -0.833 1.305 0.676
H: -0.455 2.656 -0.418
N: -1.906 -0.485 -2.620
N: -2.841 -1.759 -0.534
N: -1.019 0.499 -2.205
N: -2.385 -1.859 0.762
C: -2.542 -0.056 -3.737
C: -4.179 -1.536 -0.508
H: -3.267 -0.692 -4.220
H: -4.767 -1.499 -1.422
C: -2.089 1.231 -4.050
C: -4.575 -1.405 0.818
C: -1.139 1.533 -3.037
C: -3.433 -1.600 1.598
H: -2.386 1.854 -4.870
H: -5.570 -1.199 1.165
H: -0.577 2.451 -2.927
H: -3.313 -1.564 2.678
H: 1.363 1.348 -0.663
C: 2.161 1.218 3.697
C: 2.925 1.792 2.513
C: 3.124 3.287 2.728
C: 4.252 1.082 2.282
C: 2.144 1.524 1.306
C: 1.263 1.629 0.383
H: 2.687 1.445 4.632
H: 2.053 0.132 3.609
H: 1.158 1.656 3.756
H: 3.716 3.430 3.643
H: 3.660 3.751 1.897
H: 2.163 3.804 2.849
H: 4.096 0.005 2.180
H: 4.731 1.451 1.371
H: 4.925 1.262 3.125


ORCA calculation (ωB97M-V/def2-TZVPD) on a cluster of 2 separate species, BrH6NSi2 in total.

## Properties
Orbital gap in eV: 10.2
Energy relative to the best compared isomer or geometry (same formula, charge and spin) in kJ/mol: 158.7
Net charge: 0
Energy in hartree: -3211.35584
Highest occupied orbital energy in hartree: -0.3548

Positions of all 10 atoms, in Å:
N: -0.090 0.256 -0.248
Si: -1.634 -0.083 0.411
Si: 1.553 -0.183 -0.093
Br: 2.391 -0.546 -2.103
H: 0.018 0.969 -0.929
H: -2.259 1.137 1.178
H: -1.385 -1.186 1.225
H: -2.618 -0.708 -0.608
H: 2.336 1.567 0.333
H: 1.688 -1.223 0.833


ORCA calculation (ωB97M-V/def2-TZVPD) on a cluster of 7 separate species, C6H24O7 in total.

## Properties
Orbital gap in eV: 10.5
Energy relative to the best compared isomer or geometry (same formula, charge and spin) in kJ/mol: 129.3
Net charge: 0
Structure (SMILES): CCCCCC=O.O.O.O.O.O.O
Energy in hartree: -769.64794
Highest occupied orbital energy in hartree: -0.3712

Positions of all 37 atoms, in Å:
C: 1.250 2.421 -2.306
C: 0.481 1.396 -1.430
C: -0.831 1.972 -0.874
C: -0.641 2.532 0.551
C: -0.109 1.523 1.591
C: -1.136 1.521 2.718
O: -1.927 0.615 2.784
H: 2.319 2.370 -2.078
H: 0.991 3.455 -2.080
H: 1.201 2.159 -3.356
H: 1.095 0.929 -0.662
H: 0.182 0.671 -2.174
H: -1.490 1.119 -0.706
H: -1.202 2.784 -1.488
H: -1.556 3.017 0.907
H: 0.071 3.363 0.496
H: 0.074 0.519 1.204
H: 0.913 1.771 1.896
H: -0.949 2.407 3.355
O: 1.463 -3.513 -1.160
H: 0.581 -3.644 -0.807
H: 1.958 -3.063 -0.473
O: -0.360 -1.486 -1.786
H: -0.757 -1.172 -0.956
H: 0.553 -1.192 -1.747
O: -1.502 -1.438 0.654
H: -2.218 -0.987 1.122
H: -1.943 -2.231 0.300
O: 0.446 -2.113 2.475
H: -0.343 -1.940 1.933
H: 0.257 -2.268 3.398
O: -2.062 -3.405 -1.738
H: -2.787 -3.050 -2.254
H: -1.217 -3.034 -2.082
O: 3.158 -0.402 1.272
H: 3.022 -0.263 2.218
H: 3.013 -1.341 1.286


energy of number 6 (C39H35BIrN6O2PS2)? -3252.79042 hartree


Look up the net charge of the seventh one. 0